Entry 1:
{"formula": "C23H27CoIN4O2Si", "method": "wB97M-V/def2-TZVPD", "gap_ev": [7.32, 4.70], "spin_multiplicity": 5, "lumo_energy_ev": [-3.1, -5.9], "charge": 1, "energy_ev": -87945.414, "species": ["Co", "C", "C", "N", "C", "C", "C", "O", "C", "C", "N", "C", "C", "C", "C", "C", "C", "I", "C", "O", "H", "H", "H", "H", "H", "H", "H", "H", "H", "H", "H", "H", "C", "C", "C", "C", "C", "C", "N", "N", "Si", "C", "C", "C", "H", "H", "H", "H", "H", "H", "H", "H", "H", "H", "H", "H", "H", "H", "H"], "coordinates": [[-0.37330, -0.04000, 0.24110], [3.74690, -1.25490, 0.53820], [3.59480, 0.12660, 0.00000], [4.63160, 0.90040, -0.08010], [4.54910, 2.16420, -0.48160], [3.34300, 2.78140, -0.73170], [3.33180, 4.23660, -1.14610], [2.53950, 4.49010, -2.27890], [2.15930, 2.00430, -0.64950], [0.86920, 2.58400, -0.73630], [-0.28180, 1.95180, -0.67240], [-1.43890, 2.68470, -0.91710], [-1.42220, 3.85090, -1.70450], [-2.55880, 4.59520, -1.93660], [-3.78110, 4.19550, -1.42080], [-3.84970, 3.01800, -0.69710], [-2.69990, 2.28480, -0.46370], [-2.90150, 0.47370, 0.66900], [2.29080, 0.59380, -0.40490], [1.31290, -0.21460, -0.48610], [4.78580, -1.42580, 0.80260], [3.42960, -1.98730, -0.20110], [3.11640, -1.37860, 1.41880], [5.48770, 2.69260, -0.57260], [4.36570, 4.56960, -1.29960], [2.90640, 4.83780, -0.33620], [2.95820, 4.09810, -3.05320], [0.86400, 3.66880, -0.78840], [-0.49450, 4.15940, -2.15870], [-2.48190, 5.49020, -2.53170], [-4.67350, 4.77810, -1.57870], [-4.79530, 2.66590, -0.31630], [0.69200, 1.20490, 3.77650], [0.56680, -0.24090, 3.43780], [0.84910, -1.22650, 4.38150], [0.67180, -2.56200, 4.04400], [0.18030, -2.90030, 2.80370], [-0.09870, -1.86840, 1.89050], [0.14080, -0.56990, 2.22700], [-0.60300, -1.97370, 0.66370], [-1.44270, -3.32440, -0.06060], [-2.11560, -2.71060, -1.73280], [-2.83620, -3.82110, 1.15980], [-0.36450, -4.87160, -0.35810], [-0.10600, 1.48270, 4.46540], [0.60960, 1.81410, 2.87980], [1.63930, 1.40280, 4.27070], [1.18470, -0.94250, 5.36390], [0.91250, -3.33370, 4.75720], [0.00520, -3.92340, 2.52960], [-2.40550, -1.66250, -1.72670], [-2.99200, -3.28930, -2.00830], [-1.38570, -2.83820, -2.52760], [-3.27540, -2.96720, 1.66550], [-2.47810, -4.50660, 1.92080], [-3.62640, -4.32680, 0.61640], [0.45840, -4.67520, -1.03690], [-0.99530, -5.63100, -0.81070], [0.04700, -5.28940, 0.55470]], "atomic_forces_ev_per_a": [[0.1, 1.5, -0.7], [0.0, -0.1, -0.2], [-0.8, 0.2, -0.3], [0.9, -0.6, 0.5], [-0.8, 0.7, -0.3], [0.4, 0.2, -0.2], [0.2, -0.1, 0.6], [-0.3, 0.1, -0.5], [0.4, -1.4, 0.3], [-0.7, 0.0, 0.2], [0.8, -0.4, 0.3], [-0.8, 0.7, -0.2], [0.0, -0.3, 0.1], [-0.1, 0.0, 0.1], [0.1, -0.1, 0.1], [0.0, -0.1, 0.1], [0.2, -0.3, 0.3], [-0.6, 0.9, -0.3], [1.1, 1.6, 0.0], [0.3, -1.2, -0.1], [0.0, 0.0, 0.0], [0.0, -0.2, 0.0], [-0.1, -0.1, 0.1], [0.0, 0.2, 0.0], [-0.1, 0.0, 0.1], [0.1, 0.1, -0.1], [0.0, 0.0, 0.0], [-0.1, 0.0, -0.2], [0.1, 0.0, -0.1], [0.0, 0.1, -0.1], [-0.1, 0.0, -0.1], [-0.1, 0.0, 0.0], [0.0, 0.0, -0.1], [-0.2, 0.4, -0.9], [0.0, -0.7, 0.1], [0.1, 0.2, 0.3], [-0.1, -0.1, -0.1], [0.1, -0.4, 0.1], [0.1, 0.5, 0.7], [0.1, -0.3, 0.6], [-0.9, -1.6, -0.9], [0.3, -0.1, 0.7], [0.6, 0.4, -0.5], [-0.3, 0.9, 0.2], [0.0, 0.1, 0.0], [0.0, 0.0, 0.0], [0.1, 0.1, 0.0], [0.1, 0.0, 0.1], [0.0, -0.1, 0.1], [0.0, -0.3, -0.1], [-0.1, 0.1, 0.1], [-0.2, -0.1, 0.0], [0.2, 0.0, 0.0], [-0.1, 0.2, 0.1], [0.2, -0.1, 0.1], [-0.2, -0.1, -0.2], [0.1, 0.1, -0.1], [-0.2, -0.1, -0.1], [0.0, -0.1, 0.2]], "lowdin_charge": [0.478, -0.014, -0.261, 0.121, -0.097, -0.141, -0.215, -0.054, -0.070, -0.027, 0.026, -0.319, -0.009, -0.055, -0.066, -0.147, -0.526, 1.176, -0.275, -0.123, 0.085, 0.085, 0.068, 0.116, 0.125, 0.131, 0.107, 0.122, 0.111, 0.115, 0.113, 0.096, 0.002, -0.283, 0.031, -0.009, 0.041, -0.409, 0.097, -0.032, 0.485, -0.162, -0.149, -0.153, 0.100, 0.079, 0.096, 0.130, 0.124, 0.107, -0.011, 0.035, 0.035, 0.017, 0.028, 0.035, 0.032, 0.039, 0.019]}

---

Entry 2:
{"formula": "C4H6O5", "method": "wB97M-V/def2-TZVPD", "gap_ev": 11.03, "smiles": "CC(O)(C(=O)O)C(=O)O", "spin_multiplicity": 1, "lumo_energy_ev": 0.4, "energy_ev": -14482.741, "species": ["C", "C", "C", "C", "H", "H", "H", "H", "H", "H", "O", "O", "O", "O", "O"], "coordinates": [[0.30458, -0.50506, 1.80551], [0.00164, -0.48278, 0.35877], [-1.18167, 0.30009, -0.13501], [1.20637, 0.20791, -0.33345], [0.41767, 0.48070, 2.30043], [-0.50422, -1.01484, 2.39064], [1.19798, -1.01387, 1.93610], [0.56215, -1.78171, -0.94734], [-2.94387, 0.16431, -0.71145], [0.46276, 2.02993, 0.04275], [-0.13987, -1.68372, -0.25033], [-2.09291, -0.40543, -0.70492], [-1.30118, 1.50134, 0.10783], [1.35737, 1.51337, -0.11102], [2.02936, -0.42373, -0.93982]], "atomic_forces_ev_per_a": [[-2.5, 0.9, 2.2], [0.7, 1.5, -3.0], [0.0, 2.6, 2.6], [0.6, 1.0, 0.5], [-0.1, -0.3, -0.7], [0.7, 0.2, -0.6], [1.7, -1.2, 0.3], [-0.5, 0.1, 1.0], [1.9, -1.1, -0.3], [1.7, -1.9, -0.1], [1.0, -2.9, -0.7], [-3.3, 0.4, -0.6], [-0.1, -0.6, -0.5], [-1.5, 1.4, -0.1], [-0.3, -0.2, 0.0]], "lowdin_charge": [0.032, -0.470, -0.468, -0.461, 0.117, 0.123, 0.081, 0.137, 0.201, 0.161, 0.040, 0.175, 0.082, 0.106, 0.146]}